179
Properties=species:S:1:pos:R:3:forces:R:3 method="wB97M-V/def2-TZVPD" e_tot_ha=-7376.8732 homo_lumo_gap_ha=0.2856 spin_multiplicity=1
C 0.576217 -1.760662 0.879363 0.4 -0.1 0.6
C 1.747787 -0.708509 0.886888 -2.0 1.1 -1.0
C 0.992734 0.588444 0.444367 0.2 0.0 -0.9
S -0.136191 0.093173 -0.975123 0.6 -0.4 0.8
O 0.540573 0.205554 -2.277739 -0.6 0.0 1.4
O -1.441760 0.721176 -0.798077 0.7 -0.2 -0.2
C -0.229610 -1.694181 -0.451736 1.4 1.1 0.0
H -0.155351 -1.649497 1.679706 0.2 0.7 0.2
H 1.045380 -2.704994 1.155456 -0.3 -0.3 -0.8
H 2.510290 -1.024168 0.174802 0.0 0.1 -0.2
H 2.273848 -0.469292 1.811081 -0.4 -0.5 0.3
H 1.559392 1.469189 0.142245 0.3 -0.2 -0.4
H 0.355613 0.978459 1.238132 -0.3 -0.4 0.0
H 0.289149 -2.230110 -1.246575 -0.4 -0.2 -0.1
H -1.297240 -1.896597 -0.366365 0.2 -0.3 0.0
C -3.280939 -6.696940 -2.023228 0.7 -0.4 0.5
C -2.161591 -7.832903 -2.151315 -1.6 0.2 0.5
C -0.768846 -7.238477 -2.289933 -0.3 0.0 -0.1
S -0.829716 -5.853222 -1.138934 -1.2 1.0 0.9
O -0.041080 -4.721482 -1.595321 -0.1 -0.9 0.5
O -0.723441 -6.343483 0.244535 0.4 0.3 -1.6
C -2.649150 -5.459009 -1.354351 1.2 0.3 -1.7
H -4.149963 -7.034329 -1.458359 0.2 -0.4 0.1
H -3.664870 -6.497693 -3.023727 0.2 0.5 0.0
H -2.445466 -8.422576 -3.022976 0.3 -0.2 0.2
H -2.287520 -8.413816 -1.237645 0.4 -0.3 -0.2
H -0.597351 -6.950203 -3.327038 0.0 0.7 0.2
H 0.079684 -7.879560 -2.050949 -0.3 -0.1 0.5
H -2.686831 -4.687043 -2.122959 0.4 0.3 0.1
H -2.998398 -4.956407 -0.452408 -0.2 -0.8 0.3
C 6.491533 -0.131782 1.157338 0.6 0.0 -0.8
O 7.055658 0.926779 1.989784 -0.8 -0.5 -0.7
P 7.339529 2.391570 1.406559 1.9 0.6 -0.6
O 7.977542 2.463816 0.044250 -1.3 -0.3 2.5
O 8.320241 2.934189 2.625946 -2.2 -0.2 -0.5
C 7.720866 3.131558 3.948315 -0.5 0.6 0.3
O 5.954600 3.222846 1.508966 1.9 -0.1 1.9
C 4.864110 2.909148 0.704786 0.0 -0.4 -1.5
H 6.123822 0.210690 0.190082 -0.2 0.5 0.2
H 5.701101 -0.706845 1.639645 0.1 0.4 0.4
H 7.277189 -0.817940 0.841058 0.2 0.0 0.5
H 8.250869 2.697103 4.795939 0.6 -0.6 -0.7
H 6.686885 2.797755 4.035330 0.1 -0.3 -0.5
H 7.686420 4.186690 4.219620 0.2 0.2 -0.6
H 3.969550 2.573636 1.229470 0.2 0.2 0.5
H 5.186715 2.108087 0.039701 -0.5 0.0 -0.4
H 4.669611 3.800776 0.108752 -0.4 -0.1 0.0
C -4.697711 -2.256026 -1.176506 -0.1 0.8 -1.1
O -4.339711 -2.486703 0.162015 0.2 0.0 1.9
P -5.486344 -2.954501 1.210839 0.1 0.8 -0.2
O -6.727922 -2.141228 1.024903 1.5 -1.5 0.7
O -5.569346 -4.538844 0.828294 -0.6 0.9 0.7
C -6.369334 -4.978149 -0.284653 0.0 -0.3 -0.8
O -4.690909 -2.875521 2.663056 -0.3 -0.6 -2.5
C -5.282273 -3.395722 3.880087 -1.0 0.0 -1.0
H -3.929986 -1.662820 -1.673309 0.6 -0.4 0.2
H -5.536968 -1.573395 -1.309763 -0.6 -0.5 0.5
H -4.834378 -3.205565 -1.694000 -0.1 0.1 -0.2
H -5.717755 -5.363743 -1.068779 0.4 -0.3 0.3
H -6.926161 -4.221284 -0.837111 -0.2 0.5 0.8
H -7.054207 -5.775562 0.003765 0.1 0.2 0.3
H -6.046702 -4.104392 3.561459 -0.5 0.2 0.4
H -5.675276 -2.510140 4.379475 -0.2 -0.4 0.3
H -4.632026 -3.991551 4.520605 0.7 0.5 -0.4
C -0.328488 4.216812 1.538301 -0.6 -0.1 1.6
O 0.122846 4.322655 0.241682 1.8 1.9 -2.3
P 0.776927 5.727240 -0.356118 0.2 0.1 0.5
O 1.659881 6.540753 0.561440 -1.5 -2.0 -1.9
O 1.385787 5.116783 -1.763111 -1.2 0.7 1.7
C 2.707201 5.419712 -2.151459 2.0 -0.4 0.6
O -0.499496 6.591301 -0.819157 2.3 0.0 1.5
C -1.596520 6.019527 -1.425346 -1.8 -0.9 -1.5
H -1.377542 3.926594 1.480266 0.0 -0.1 0.3
H -0.247549 5.108275 2.160265 0.0 0.4 -0.4
H 0.265481 3.481510 2.081097 -0.1 -0.4 -0.1
H 2.901972 5.289031 -3.215924 -0.8 0.6 -0.1
H 3.421303 4.712316 -1.729872 -0.2 -0.5 0.3
H 3.096493 6.344882 -1.726488 -0.5 0.4 -0.5
H -1.918296 6.678427 -2.231817 0.1 -0.1 -0.1
H -2.482915 5.887711 -0.804826 0.3 0.2 0.6
H -1.393203 5.029608 -1.833771 0.1 0.0 -0.2
C 0.758240 1.575634 4.239280 -1.2 0.0 -0.6
O 1.908187 2.238416 3.727838 0.6 0.1 0.6
P 3.180878 2.677180 4.613445 0.2 0.3 1.9
O 2.965885 2.635961 6.101115 -0.2 0.4 -2.3
O 3.583653 4.103200 3.926569 0.0 -2.4 0.9
C 2.670756 5.160820 4.204148 -1.0 0.8 -0.3
O 4.334729 1.642142 4.210483 -0.7 2.4 -0.6
C 4.174858 0.335709 4.743895 0.2 -0.4 -0.5
H -0.046243 2.304585 4.336986 0.0 0.2 0.2
H 0.785114 1.017833 5.175358 0.9 0.2 0.0
H 0.422894 0.894889 3.456828 0.2 -0.2 0.1
H 2.295419 5.559263 3.261562 0.4 0.1 -0.2
H 3.124707 5.961344 4.788267 0.3 -0.2 -0.1
H 1.763236 4.863025 4.729332 0.2 -0.4 0.3
H 4.248016 -0.267194 3.838773 0.3 -0.7 0.5
H 3.204637 0.159075 5.208179 0.0 0.2 0.1
H 4.976220 0.208277 5.471699 -0.1 -0.5 -0.2
C -3.527136 2.483609 -4.437203 -0.7 -0.7 0.3
O -4.752989 2.827837 -3.695850 0.1 0.8 -0.1
P -4.966338 4.298856 -3.066976 -0.6 -1.4 0.4
O -4.680158 5.378437 -4.001744 0.5 0.5 0.5
O -4.095543 4.245932 -1.694652 -0.5 -0.2 -0.8
C -4.364118 3.197209 -0.738898 -0.6 0.1 1.1
O -6.511164 4.246749 -2.566295 1.2 -0.7 -0.3
C -7.100141 5.392713 -1.930709 0.2 0.2 -0.5
H -2.935010 1.854468 -3.772628 0.3 0.4 0.1
H -2.956466 3.299484 -4.880798 -0.3 0.4 0.5
H -3.809402 1.827419 -5.260509 -0.4 0.2 0.0
H -4.750592 3.649480 0.174437 0.1 0.4 0.1
H -3.480314 2.639333 -0.429429 0.2 0.2 -0.6
H -5.167349 2.503855 -0.988279 0.2 0.0 -0.7
H -8.119150 5.118203 -1.658002 0.2 0.0 0.0
H -7.117761 6.217149 -2.643520 -0.1 0.0 0.0
H -6.534188 5.707316 -1.053884 0.0 -0.1 0.1
C -1.567101 -3.980961 2.215704 -0.9 -1.1 -1.5
O -1.767575 -3.164046 3.320732 1.8 1.3 3.2
P -0.469276 -2.864057 4.268335 1.0 -1.0 -0.4
O 0.809438 -3.353748 3.648806 -1.7 1.0 1.0
O -0.519274 -1.276606 4.565715 -0.1 -2.5 0.0
C -1.729876 -0.691861 5.020393 -1.2 1.8 0.0
O -0.749220 -3.563522 5.711834 -0.2 2.2 -1.1
C -0.761092 -4.951952 5.864936 -0.1 -1.5 0.0
H -1.896102 -3.347848 1.391672 0.2 -0.5 -0.5
H -2.243668 -4.827809 2.330593 -0.2 0.0 -0.3
H -0.581123 -4.425205 2.079340 0.1 0.6 0.1
H -1.801250 0.251147 4.478397 0.0 0.1 0.1
H -1.758396 -0.445807 6.081876 0.6 -0.3 0.1
H -2.691281 -1.161892 4.813350 0.4 -0.8 -0.4
H -1.691829 -5.304613 6.309314 -0.3 0.4 -0.2
H 0.002499 -5.286017 6.567375 0.3 0.3 -0.2
H -0.631315 -5.467746 4.913509 0.1 -0.1 0.0
C 1.925378 2.263484 -4.814183 -0.4 1.3 0.6
O 2.237086 1.596034 -6.008796 -0.6 -1.6 -1.7
P 1.582813 1.876616 -7.463872 1.2 1.7 0.1
O 2.044798 1.016122 -8.591290 -0.9 1.1 2.0
O -0.010612 2.008302 -7.183403 1.8 0.1 -0.5
C -0.623942 0.974788 -6.466265 -1.1 -1.3 0.8
O 2.009153 3.475156 -7.586801 -0.6 -1.7 -0.2
C 1.917109 4.069012 -8.880744 -0.2 0.1 -0.9
H 2.396984 3.238289 -4.938475 -0.1 0.1 0.7
H 2.220074 1.739744 -3.904819 0.9 -0.3 -0.5
H 0.873210 2.399534 -4.564137 -0.4 0.1 -0.9
H -1.187709 1.398214 -5.635012 -0.2 0.2 -0.2
H 0.006788 0.228261 -5.983594 0.7 0.2 -0.2
H -1.271275 0.378829 -7.109617 -0.2 0.3 -0.1
H 2.848782 4.025319 -9.444808 0.2 -0.3 0.3
H 1.641376 5.122728 -8.838875 -0.1 -0.1 0.6
H 1.166588 3.569949 -9.493737 -0.1 0.0 0.0
N 3.664964 -3.785473 1.976692 0.8 -0.9 1.4
C 5.019475 -3.546612 1.888973 -0.1 0.2 -0.8
C 5.365944 -3.758375 0.551775 0.6 0.7 1.1
C 4.214528 -4.134163 -0.123793 -1.5 -2.0 0.2
C 3.209502 -4.338528 0.839908 0.1 1.2 -1.7
H 3.160548 -3.850248 2.849313 0.0 0.1 0.0
H 5.581540 -3.290421 2.774886 0.0 0.1 -0.2
H 6.330710 -3.722221 0.067715 0.1 0.3 0.3
H 4.188449 -4.464941 -1.151568 -0.1 0.0 0.1
H 2.208184 -4.741842 0.806532 0.0 0.2 -0.3
N -3.021578 2.284239 3.563172 -1.0 -0.8 1.0
C -4.160288 1.741057 4.150031 0.2 0.2 0.0
C -4.690511 0.729041 3.321656 1.1 1.9 1.3
C -3.826689 0.719591 2.211060 0.9 -0.4 -0.3
C -2.763898 1.592643 2.443496 -0.6 -0.4 -1.9
H -2.460885 3.017039 3.973954 -0.1 -0.3 -0.1
H -4.376127 2.197530 5.104725 -0.7 -0.5 0.0
H -5.542329 0.098622 3.529896 0.0 0.2 -0.1
H -3.959972 0.113755 1.326981 0.3 -0.1 0.1
H -1.933789 1.829783 1.794582 -0.1 -0.1 0.0
N 2.744251 -1.461445 -3.654301 -0.4 -0.1 -0.6
C 2.778558 -1.660797 -5.028280 -0.3 2.2 0.6
C 3.259216 -2.895642 -5.258171 0.1 -0.7 -1.1
C 3.511198 -3.479274 -4.024201 -0.2 -1.6 0.7
C 3.102625 -2.619749 -3.046792 1.0 0.2 0.7
H 2.535257 -0.609047 -3.154461 -0.3 -0.2 -0.3
H 2.515548 -0.833176 -5.670362 0.0 -0.2 -0.1
H 3.396441 -3.423304 -6.190448 0.0 0.4 -0.1
H 3.862815 -4.496515 -3.934851 0.0 0.1 0.4
H 3.194319 -2.694476 -1.973285 -0.2 0.0 -0.1